[1]
Computed, not measured: C32H49BN7O8Pb2 as an isolated structure at a distorted geometry, with wB97M-V/def2-TZVPD.

Geometry as ORCA input:
```
! RIJCOSX wB97M-V def2-TZVPD def2/J DEFGRID3
* xyz 3 1
Pb 3.2669 3.0942 -1.1700
Pb 1.1212 -4.7705 5.5296
O 0.3271 -3.4998 3.6528
C -0.0313 -2.7097 2.7882
O 0.3994 -1.4994 2.6467
B -0.1491 -0.9354 1.3650
O -0.9910 -1.9826 0.7788
C -0.9535 -3.0375 1.5762
O -1.4288 -4.1006 1.3492
O 0.9295 -0.7033 0.3956
C 0.9664 0.5657 0.1127
O 1.7119 1.0138 -0.7306
C -0.2740 1.2576 0.7678
O -0.8216 0.3628 1.5920
O -0.7080 2.3441 0.5532
C -1.6064 3.8928 -4.9310
C -2.0174 2.7702 -3.9612
C -1.4878 3.0682 -2.5450
C -0.0560 3.3783 -2.4428
N 1.0660 3.6231 -2.3632
H -0.5230 3.8769 -5.0544
H -1.9075 4.8083 -4.4181
H -2.0515 3.7978 -5.9173
H -1.5060 1.8845 -4.3459
H -3.0783 2.5705 -3.8302
H -1.5496 2.1776 -1.9149
H -2.0235 3.8778 -2.0467
C -5.2684 -2.5242 0.2233
C -4.1657 -1.6232 0.7522
C -3.7948 -0.4290 -0.0954
C -4.9162 0.4566 -0.4165
N -5.7158 1.2203 -0.7236
H -5.2676 -3.5202 0.6650
H -5.2079 -2.5753 -0.8643
H -6.2516 -2.1468 0.5132
H -3.3070 -2.2834 0.8733
H -4.4067 -1.4200 1.7999
H -3.3074 -0.6656 -1.0423
H -3.1522 0.2269 0.5000
C -0.1583 5.6475 2.2531
C 0.1124 6.9764 1.4945
C 1.5823 7.2871 1.1753
C 2.1584 6.2632 0.3523
N 2.6853 5.4268 -0.2354
H 0.5582 5.4554 3.0516
H -0.1286 4.8434 1.5079
H -1.1662 5.5412 2.6505
H -0.1202 7.6471 2.3239
H -0.5118 7.0935 0.6132
H 2.0865 7.2187 2.1435
H 1.7344 8.2699 0.7313
C 6.0993 -0.4015 1.6981
C 5.6783 -1.3971 0.6066
C 4.1356 -1.5511 0.4106
C 3.5886 -2.4465 1.4052
N 3.0835 -3.1126 2.1941
H 7.1650 -0.2610 1.5250
H 5.8071 -0.7229 2.6944
H 5.6523 0.5831 1.5273
H 5.9855 -2.4247 0.8061
H 6.1040 -1.1409 -0.3635
H 3.9635 -1.8511 -0.6233
H 3.7057 -0.5476 0.4730
C 0.9101 -0.9858 -3.4666
C 1.6593 -0.9949 -4.8025
C 0.7711 -0.8333 -6.0501
C -0.2762 -1.8157 -6.2407
N -1.1003 -2.5994 -6.3915
H 1.6674 -1.1061 -2.6907
H 0.1447 -1.7613 -3.5006
H 0.3989 -0.0507 -3.2093
H 2.1548 -1.9664 -4.7674
H 2.3715 -0.1692 -4.8145
H 1.4051 -0.7416 -6.9306
H 0.3166 0.1422 -5.8509
C 0.7919 -7.6420 -2.2922
C -0.2333 -6.6312 -1.7867
C -0.2615 -6.4304 -0.2572
C 1.0404 -6.1565 0.3498
N 2.0287 -5.9471 0.8994
H 1.0459 -7.3917 -3.3196
H 0.3414 -8.6325 -2.2379
H 1.7154 -7.6790 -1.7132
H -1.2374 -7.0334 -1.9498
H -0.2668 -5.7406 -2.4153
H -0.5730 -7.3972 0.1516
H -0.9840 -5.7480 0.1925
C -0.1635 2.4051 6.0163
C -0.7533 1.8698 4.6765
C -2.1767 1.3407 4.6622
C -3.0700 2.1411 5.5147
N -3.7106 2.7773 6.2220
H 0.8899 2.5773 5.8156
H -0.3737 1.7066 6.8242
H -0.7126 3.3097 6.2779
H -0.0793 1.0270 4.4570
H -0.5060 2.4043 3.7551
H -2.2725 0.3735 5.1709
H -2.5662 1.1419 3.6649
*
```

Summary:
HOMO energy   -16.44 eV
Gap between HOMO and LUMO   4.58 eV

Results of the Mulliken charge analysis, in e, for atoms 1 through 8: number 1, Pb, carries 1.5402; number 2, Pb, carries 1.7214; number 3, O, carries -0.7418; number 4, C, carries 0.3193; number 5, O, carries -0.5173; number 6, B, carries 1.3045; number 7, O, carries -0.5854; number 8, C, carries 0.8362



[2]
Computed, not measured: C32H49NOsP2 as an isolated structure, with wB97M-V/def2-TZVPD.

Geometry as ORCA input:
```
! RIJCOSX wB97M-V def2-TZVPD def2/J DEFGRID3
* xyz 2 5
Os 0.1861 -0.9000 -0.4776
C 0.3112 0.0187 4.4748
C 0.7834 -0.6712 3.1942
C 1.4456 -2.0240 3.4661
P -0.4794 -0.8291 1.8860
C -1.8401 -2.0012 2.2817
C -1.5324 -3.3864 1.7147
C -2.2460 -2.1214 3.7551
C -1.2399 0.8045 1.6359
C -2.3329 1.2625 2.3621
C -2.9974 2.4416 2.0256
C -4.1970 2.8906 2.8082
C -2.5441 3.1630 0.9221
C -1.4466 2.7436 0.1900
C -0.7777 1.5872 0.5689
N 0.3374 1.0851 -0.1712
C 1.4028 1.8384 -0.5207
C 1.5585 3.1941 -0.1150
C 2.6338 3.9229 -0.5533
C 3.6262 3.3590 -1.3699
C 4.7828 4.1636 -1.8630
C 3.5276 1.9892 -1.6849
C 2.4584 1.2294 -1.2832
P 2.3798 -0.5747 -1.4405
C 2.4475 -1.0863 -3.1951
C 3.7536 -0.7285 -3.9077
C 1.2402 -0.5505 -3.9635
C 3.8740 -1.2031 -0.5997
C 3.9031 -2.7313 -0.6643
C 3.9566 -0.6978 0.8363
H 1.1684 0.1464 5.1376
H -0.4266 -0.5709 5.0130
H -0.1025 1.0087 4.2829
H 1.5215 -0.0110 2.7204
H 0.7958 -2.6709 4.0564
H 2.3616 -1.8771 4.0385
H 1.7060 -2.5577 2.5489
H -2.6747 -1.5672 1.7191
H -0.6975 -3.8565 2.2371
H -1.3049 -3.3613 0.6458
H -2.4012 -4.0325 1.8446
H -1.4509 -2.5613 4.3564
H -3.1068 -2.7873 3.8244
H -2.5327 -1.1749 4.2080
H -2.6973 0.6869 3.2019
H -4.1204 2.5892 3.8517
H -5.1100 2.4476 2.4054
H -4.3118 3.9721 2.7675
H -3.0651 4.0642 0.6250
H -1.1393 3.2905 -0.6908
H 0.8437 3.6436 0.5557
H 2.7356 4.9561 -0.2485
H 4.7538 5.1834 -1.4882
H 4.7794 4.1977 -2.9548
H 5.7267 3.7062 -1.5604
H 4.3396 1.5375 -2.2427
H 2.3635 -2.1779 -3.1322
H 3.8033 0.3420 -4.1112
H 3.7852 -1.2367 -4.8715
H 4.6465 -1.0270 -3.3597
H 1.2827 0.5377 -4.0472
H 0.2883 -0.8176 -3.4995
H 1.2432 -0.9619 -4.9728
H 4.7148 -0.7987 -1.1735
H 3.0213 -3.1645 -0.1829
H 4.7801 -3.0988 -0.1319
H 3.9566 -3.1102 -1.6842
H 3.0820 -1.0144 1.4091
H 4.0381 0.3880 0.8971
H 4.8354 -1.1254 1.3189
C -4.1503 -1.7807 -3.4295
C -4.1125 -0.8946 -2.1728
C -4.4713 0.5558 -2.5327
C -5.0761 -1.4341 -1.1018
C -2.7588 -0.9100 -1.6240
C -1.6229 -0.9030 -1.1317
H -5.1756 -1.8164 -3.7984
H -3.8306 -2.7988 -3.2098
H -3.5150 -1.3737 -4.2152
H -5.5084 0.5822 -2.8679
H -3.8408 0.9293 -3.3387
H -4.3736 1.2169 -1.6714
H -6.0927 -1.4145 -1.4950
H -5.0453 -0.8196 -0.2013
H -4.8327 -2.4624 -0.8350
*
```

Summary:
<S²>   6.075
HOMO energy (spin up / spin down)   -12.86 / -14.31 eV
Gap between HOMO and LUMO (spin up / spin down)   5.96 / 5.68 eV

Results of the Mulliken charge analysis, in e, for atoms 1 through 8: number 1, Os, carries 1.3308; number 2, C, carries -1.4003; number 3, C, carries 0.9285; number 4, C, carries -1.5429; number 5, P, carries -0.0649; number 6, C, carries 0.9410; number 7, C, carries -1.5766; number 8, C, carries -1.5438



[3]
Computed, not measured: C32H50CeClO2P as an isolated structure at a distorted geometry, with wB97M-V/def2-TZVPD.

Geometry as ORCA input:
```
! RIJCOSX wB97M-V def2-TZVPD def2/J DEFGRID3
* xyz -1 2
Ce -0.2981 -0.2064 2.4115
P 0.5229 0.0123 -0.9027
Cl -0.8354 2.2619 1.7259
C -1.2666 0.1784 4.0558
H -1.5067 1.2013 4.3877
H -1.6206 -0.6387 4.7119
C 1.5128 1.4657 -1.5803
C -1.0348 -0.1115 -1.9524
C 0.6969 2.7653 -1.5098
H 2.3202 1.5317 -0.8253
C 1.6068 3.9823 -1.7172
H -0.0778 2.7562 -2.2930
H 0.1827 2.8406 -0.5419
C 2.3873 3.8930 -3.0339
H 1.0037 4.8976 -1.6949
H 2.3131 4.0372 -0.8773
C 3.0883 2.5422 -3.2236
H 1.6953 4.0604 -3.8700
H 3.1308 4.6969 -3.0736
C 2.1754 1.3335 -2.9549
H 3.4922 2.4688 -4.2406
H 3.9419 2.4856 -2.5335
H 1.4039 1.2776 -3.7374
H 2.7678 0.4116 -3.0276
C 1.5606 -1.5247 -1.2338
C -0.9182 0.0733 -3.4667
H -1.3573 -1.1478 -1.7310
C -2.2360 -0.3542 -4.1312
H -0.7264 1.1334 -3.6945
H -0.0881 -0.5028 -3.8943
C -3.4624 0.3689 -3.5593
H -2.1709 -0.1819 -5.2124
H -2.3612 -1.4358 -3.9820
C -3.4893 0.4036 -2.0252
H -3.4755 1.4020 -3.9304
H -4.3761 -0.1122 -3.9251
C -2.1375 0.8344 -1.4439
H -4.2739 1.0867 -1.6713
H -3.7283 -0.5942 -1.6263
H -1.9185 1.8677 -1.7559
H -2.1772 0.8531 -0.3458
C 3.0043 -1.3340 -0.7259
H 1.0577 -2.2536 -0.5679
C 3.8355 -2.6179 -0.8596
H 3.4941 -0.5277 -1.2937
H 2.9968 -1.0112 0.3267
C 3.7674 -3.2370 -2.2608
H 4.8781 -2.4011 -0.5997
H 3.4688 -3.3496 -0.1274
C 2.3322 -3.3836 -2.7799
H 4.3434 -2.6154 -2.9594
H 4.2491 -4.2214 -2.2474
C 1.5076 -2.0948 -2.6554
H 2.3443 -3.7027 -3.8290
H 1.8231 -4.1722 -2.2096
H 1.8914 -1.3539 -3.3738
H 0.4672 -2.3079 -2.9388
C 1.5740 0.6877 3.5631
C 0.6440 0.1686 4.4470
H 1.2975 1.6308 3.0447
C 1.0015 -1.1866 5.1541
H 0.4488 0.8970 5.2640
C 2.4357 -1.0584 5.6833
H 0.2889 -1.3637 5.9695
H 0.9006 -2.0266 4.4448
C 3.4372 -0.7906 4.5550
H 2.4652 -0.2200 6.3919
H 2.7260 -1.9561 6.2410
C 3.0371 0.3120 3.5502
H 4.4039 -0.5223 4.9921
H 3.5931 -1.7231 4.0002
H 3.6205 1.2253 3.7549
H 3.3288 -0.0049 2.5326
O -3.3831 -2.2039 0.1064
C -3.2131 -1.5202 1.1111
O -2.0594 -1.3356 1.7324
C -4.3895 -0.7976 1.7227
C -4.3373 0.5715 2.0131
C -5.4356 1.1982 2.6057
C -6.5759 0.4565 2.9330
C -6.6347 -0.9093 2.6246
C -5.5543 -1.5297 1.9908
H -3.4275 1.1371 1.7868
H -5.3898 2.2669 2.8159
H -7.4183 0.9438 3.4230
H -7.5220 -1.4939 2.8714
H -5.5891 -2.5819 1.7027
*
```

Summary:
<S²>   0.752
HOMO energy (spin up / spin down)   -2.82 / -2.88 eV
Gap between HOMO and LUMO (spin up / spin down)   5.31 / 5.37 eV

Results of the Mulliken charge analysis, in e, for atoms 1 through 8: number 1, Ce, carries 0.5532; number 2, P, carries 0.3996; number 3, Cl, carries -0.5902; number 4, C, carries -0.6533; number 5, H, carries 0.2373; number 6, H, carries 0.2246; number 7, C, carries -0.1601; number 8, C, carries -0.3864



[4]
Computed, not measured: C32H50Cl3N6OSSi2Sn as an isolated structure, with wB97M-V/def2-TZVPD.

Geometry as ORCA input:
```
! RIJCOSX wB97M-V def2-TZVPD def2/J DEFGRID3
* xyz 1 1
Sn 0.5932 -0.5051 -0.4895
C -1.2554 3.8448 0.6510
C -0.5336 2.7669 -0.0961
N -0.0703 1.7059 0.4590
N -0.2067 1.6122 1.8276
C 0.4353 0.5791 2.2950
O 1.0794 -0.2820 1.5609
C 0.5275 0.4088 3.7622
C -0.2289 1.2043 4.6216
C -0.0960 1.0606 5.9917
C 0.8011 0.1359 6.5128
C 1.5540 -0.6585 5.6609
C 1.4121 -0.5307 4.2877
C -0.3213 2.9241 -1.5575
C -0.7531 4.0666 -2.2267
C -0.5345 4.1687 -3.5913
C 0.1284 3.1425 -4.2419
C 0.5308 2.0459 -3.4930
N 0.2959 1.9257 -2.1934
H -1.2858 3.6152 1.7097
H -0.7732 4.8124 0.4994
H -2.2784 3.9335 0.2767
H -0.9189 1.9253 4.2050
H -0.6887 1.6741 6.6572
H 0.9098 0.0345 7.5846
H 2.2488 -1.3822 6.0651
H 1.9842 -1.1552 3.6152
H -1.2674 4.8564 -1.6991
H -0.8730 5.0406 -4.1350
H 0.3344 3.1847 -5.3022
H 1.0662 1.2268 -3.9578
Cl -1.6880 -5.2637 4.3315
C -0.6114 -3.8715 4.4960
Cl 1.0011 -4.4055 4.9967
Cl -1.2719 -2.7090 5.6518
C -0.4991 -3.2125 3.1945
N -0.4048 -2.6867 2.1813
C -2.6894 0.9150 -2.0938
Si -1.9212 -0.6982 -1.5107
C -1.6503 -1.7947 -3.0520
C -2.9973 -2.0206 -3.7523
C -0.7088 -1.0557 -4.0100
C -1.0217 -3.1541 -2.7422
C -3.0816 -1.3702 -0.1503
C -2.9220 -2.8782 0.0678
C -4.5494 -1.0940 -0.5150
C -2.7814 -0.6088 1.1475
H -3.6882 0.6766 -2.4670
H -2.1435 1.3960 -2.9020
H -2.8155 1.6301 -1.2796
H -3.4870 -1.0830 -4.0215
H -3.6826 -2.5982 -3.1291
H -2.8393 -2.5869 -4.6752
H -1.1249 -0.1027 -4.3426
H -0.5312 -1.6683 -4.8993
H 0.2697 -0.8637 -3.5548
H -1.6542 -3.7748 -2.1099
H -0.0547 -3.0510 -2.2513
H -0.8514 -3.6984 -3.6767
H -3.3621 -3.4383 -0.7601
H -3.4512 -3.1765 0.9787
H -1.8805 -3.1863 0.1758
H -4.8421 -1.5674 -1.4539
H -4.7644 -0.0275 -0.5864
H -5.1917 -1.5024 0.2714
H -1.7632 -0.7600 1.5014
H -3.4535 -0.9519 1.9411
H -2.9405 0.4668 1.0254
C 3.2620 3.8175 -1.9554
N 3.0184 3.3261 -0.6196
C 3.0712 4.2244 0.5343
C 2.8382 3.2757 1.7230
N 3.0186 1.9671 1.0951
C 2.9930 2.0516 -0.2394
S 2.9858 0.6892 -1.2675
H 2.4902 4.5349 -2.2377
H 3.2486 2.9789 -2.6456
H 4.2372 4.3069 -2.0028
H 2.3007 4.9917 0.4482
H 4.0449 4.7179 0.5762
H 1.8302 3.3654 2.1326
H 3.5630 3.4268 2.5201
H 2.7465 1.0965 1.5311
C 2.9545 -2.7375 -2.2612
Si 2.2122 -2.5926 -0.5420
C 1.3354 -4.1811 -0.0354
C 3.5823 -2.2764 0.7004
H 3.6241 -3.6016 -2.2758
H 3.5508 -1.8580 -2.5115
H 2.2111 -2.8841 -3.0464
H 1.7691 -5.0213 -0.5835
H 0.2613 -4.1849 -0.2143
H 1.4904 -4.3561 1.0299
H 4.2322 -3.1555 0.7419
H 3.1773 -2.1125 1.6999
H 4.1840 -1.4146 0.4208
*
```

Summary:
HOMO energy   -9.93 eV
Gap between HOMO and LUMO   7.01 eV

Results of the Mulliken charge analysis, in e, for atoms 1 through 8: number 1, Sn, carries -1.5713; number 2, C, carries -2.1869; number 3, C, carries -0.0045; number 4, N, carries 2.8246; number 5, N, carries -1.2559; number 6, C, carries -0.7612; number 7, O, carries 0.2435; number 8, C, carries 0.6111



Values for energy relative to the best compared isomer or geometry (same formula, charge and spin), kcal/mol, ordered as above
0.0 19.4 31.0 25.7